[1]
Entry from OMol25: 11 unconnected molecules or ions with the total composition C44H88O33 in a non-equilibrium geometry (the ωB97M-V functional and the def2-TZVPD basis).

Geometry as XYZ:
```
165
Properties=species:S:1:pos:R:3:mulliken_charge:R:1
C 4.0296 -20.3420 21.1257 -1.208
C 3.8643 -20.6128 19.6144 0.167
O 4.9878 -21.3452 19.1033 -0.422
C 6.0126 -20.6225 18.6770 0.653
O 6.1421 -19.4302 18.8398 -0.298
O 6.8949 -21.4100 18.1098 -0.377
C 8.1259 -20.8127 17.7471 -0.172
H 3.1378 -19.7926 21.4260 0.360
H 4.9584 -19.8463 21.3896 0.232
H 3.9726 -21.3337 21.5747 0.402
H 3.6793 -19.7283 19.0085 0.010
H 2.9978 -21.2665 19.5433 0.369
H 7.9798 -19.8876 17.1840 -0.313
H 8.7137 -21.4946 17.1491 0.319
H 8.6928 -20.4451 18.6064 0.431
C 6.4351 -16.9994 9.5276 -0.766
C 7.6949 -16.7407 8.7089 -0.057
O 8.0386 -17.6499 7.6814 -0.400
C 8.5614 -18.8244 7.9675 0.710
O 8.8672 -19.2431 9.0557 -0.417
O 8.6659 -19.4969 6.8280 -0.422
C 9.2428 -20.7735 6.8548 -0.285
H 6.2819 -18.0609 9.7474 0.304
H 5.5670 -16.6898 8.9453 0.361
H 6.4352 -16.5896 10.5368 0.078
H 8.5593 -16.7537 9.3877 -0.075
H 7.7685 -15.6999 8.3996 0.425
H 8.6912 -21.5088 7.4418 0.318
H 10.2687 -20.7251 7.2395 -0.116
H 9.3649 -21.1290 5.8337 0.310
C 2.9072 -16.8761 20.4431 -0.339
C 2.1086 -15.7567 21.1549 -0.739
O 1.0848 -15.3620 20.2614 0.051
C -0.1076 -14.9334 20.7053 0.631
O -0.5058 -14.9610 21.8315 -0.584
O -0.7939 -14.5922 19.6347 -0.255
C -2.1559 -14.3033 19.7801 -0.783
H 2.2197 -17.7187 20.4985 0.004
H 3.8055 -17.1558 20.9943 0.695
H 3.2257 -16.5552 19.4556 -0.287
H 2.8021 -14.9700 21.4553 0.331
H 1.6558 -16.1774 22.0534 0.429
H -2.6275 -13.9660 18.8649 0.271
H -2.3506 -13.4873 20.4925 0.322
H -2.7168 -15.0848 20.3008 0.314
C 12.5470 -18.9868 11.3264 -1.363
C 11.9253 -18.4518 10.0347 0.846
O 12.7859 -18.8415 8.9854 -0.285
C 12.5410 -18.4194 7.7375 0.791
O 11.6675 -17.6833 7.4048 -0.558
O 13.4366 -18.9249 6.9035 -0.359
C 14.4525 -19.8423 7.3278 -0.458
H 13.5563 -18.6237 11.5307 0.415
H 12.6259 -20.0742 11.3657 0.211
H 11.9566 -18.6592 12.1865 0.298
H 11.8026 -17.3763 10.1806 0.542
H 10.9317 -18.8818 9.8944 -0.664
H 14.0184 -20.5647 8.0145 0.150
H 15.2495 -19.2557 7.7821 0.297
H 14.8474 -20.3464 6.4505 0.251
C -0.8743 -18.9100 18.0699 -1.380
C 0.2075 -17.8455 18.0548 0.332
O 1.4354 -18.1814 17.4048 0.007
C 1.4966 -18.5472 16.1334 0.393
O 0.5574 -18.7361 15.4148 -0.610
O 2.7759 -18.6677 15.8107 0.075
C 3.0538 -19.1053 14.4873 -0.750
H -1.7520 -18.4709 18.5527 0.405
H -0.6304 -19.7866 18.6723 0.315
H -1.1986 -19.2557 17.0915 0.342
H 0.5540 -17.5863 19.0512 -0.225
H -0.1664 -16.9121 17.6284 0.252
H 2.5113 -20.0305 14.2763 0.433
H 4.1092 -19.3601 14.4685 0.183
H 2.7394 -18.3984 13.7234 0.140
C 2.5766 -14.1168 17.5637 -0.530
C 3.0563 -13.6861 16.1895 -0.309
O 2.7777 -14.8150 15.3181 -0.086
C 3.1125 -14.6790 14.0439 0.821
O 3.7612 -13.7752 13.5795 -0.625
O 2.6214 -15.7225 13.3757 -0.335
C 3.1215 -15.9004 12.0478 -0.867
H 3.1827 -14.9799 17.8418 -0.320
H 1.5436 -14.4625 17.5253 0.178
H 2.6382 -13.3160 18.2971 0.491
H 4.1309 -13.5293 16.2075 0.123
H 2.4341 -12.8711 15.8264 0.491
H 3.0202 -14.9866 11.4623 0.458
H 2.4654 -16.6396 11.5952 0.318
H 4.1669 -16.2017 12.0903 0.261
C 10.3304 -17.7087 17.6713 -0.018
C 10.7526 -17.1180 19.0115 -0.530
O 9.6250 -16.9765 19.8529 -0.232
C 9.5467 -15.8718 20.6172 0.646
O 10.4744 -15.1690 20.8949 -0.576
O 8.3115 -15.6097 21.0218 -0.380
C 7.2388 -16.4320 20.5549 -0.322
H 9.7322 -18.6079 17.8424 -0.344
H 11.2061 -17.9892 17.0901 0.509
H 9.6775 -17.0301 17.1210 -0.074
H 11.1868 -16.1370 18.8128 0.407
H 11.5279 -17.7583 19.4338 0.275
H 6.4079 -15.9995 21.1185 0.306
H 7.2685 -17.4989 20.7570 0.311
H 6.9426 -16.2626 19.5189 0.009
C 9.2211 -22.1024 14.5438 -0.334
C 7.9319 -22.3077 13.7363 -0.161
O 8.0486 -23.4035 12.8439 -0.231
C 7.7891 -24.6357 13.2883 0.627
O 7.6787 -24.9756 14.4345 -0.554
O 7.8161 -25.4392 12.2173 -0.286
C 7.2335 -26.7161 12.3581 -0.715
H 9.4162 -22.9356 15.2175 0.526
H 9.0735 -21.1896 15.1196 -0.222
H 10.0697 -21.9346 13.8812 -0.008
H 7.8172 -21.3849 13.1687 0.077
H 7.0713 -22.4439 14.3916 0.480
H 6.8645 -27.0541 11.3939 0.252
H 6.4016 -26.7082 13.0682 0.322
H 7.9012 -27.4732 12.7783 0.295
C 7.5023 -13.8435 14.1915 -0.554
C 7.1013 -12.6221 13.4018 -0.456
O 7.2665 -11.4687 14.1954 -0.287
C 6.8179 -10.3102 13.7029 0.729
O 6.3780 -10.1502 12.6094 -0.538
O 6.9763 -9.4255 14.6858 -0.318
C 6.6511 -8.0782 14.3411 -0.669
H 6.9388 -13.8146 15.1257 0.111
H 8.5786 -13.8588 14.3624 0.442
H 7.2541 -14.7666 13.6757 0.079
H 6.1009 -12.6822 12.9603 0.243
H 7.6712 -12.6070 12.4601 0.370
H 5.8295 -8.0560 13.6275 0.341
H 7.5284 -7.5454 13.9803 0.263
H 6.2963 -7.5960 15.2505 0.236
C 13.6207 -24.4108 7.1122 -1.296
C 12.9544 -23.0762 6.9267 -0.158
O 12.7807 -22.4291 8.1779 -0.294
C 11.6096 -22.6140 8.7884 0.663
O 10.7711 -23.3962 8.4370 -0.570
O 11.6147 -21.9196 9.9022 -0.176
C 10.4402 -21.8258 10.7003 -0.521
H 13.6311 -25.0072 6.2024 0.392
H 13.0514 -24.9719 7.8589 0.308
H 14.6117 -24.2703 7.5469 0.295
H 11.9985 -23.2107 6.4160 0.292
H 13.5692 -22.4726 6.2558 0.381
H 10.4794 -22.5722 11.4912 0.385
H 9.5953 -21.9657 10.0274 0.338
H 10.2947 -20.8599 11.1822 -0.169
C 5.4070 -16.4611 16.6745 -0.075
C 6.7370 -17.1764 16.4853 0.485
O 7.2135 -16.7973 15.1907 0.009
C 7.8434 -17.6919 14.4354 0.371
O 8.1049 -18.8293 14.7473 -0.576
O 8.1682 -17.1250 13.2919 -0.253
C 8.9549 -17.8481 12.3663 0.001
H 4.7329 -16.8902 15.9380 -0.139
H 5.6068 -15.3984 16.5253 0.100
H 5.0389 -16.5677 17.6937 -0.106
H 6.6107 -18.2585 16.4818 0.025
H 7.3916 -16.9639 17.3330 -0.509
H 8.4428 -18.7854 12.1352 0.344
H 9.9615 -18.1026 12.7014 0.277
H 9.0186 -17.2730 11.4477 -0.147
```

Output
charge	0
lowest unoccupied orbital energy	0.32	eV
electronic energy	-114623.269	eV
energy above the lowest of the compared OMol25 structures with the same formula, charge and spin	143.86	kJ/mol
E_HOMO	-0.3863	Eh
SMILES	CCOC(=O)OC.CCOC(=O)OC.CCOC(=O)OC.CCOC(=O)OC.CCOC(=O)OC.CCOC(=O)OC.CCOC(=O)OC.CCOC(=O)OC.CCOC(=O)OC.CCOC(=O)OC.CCOC(=O)OC


[2]
Entry from OMol25: 8 unconnected molecules or ions with the total composition C18H32O20S in a non-equilibrium geometry (the ωB97M-V functional and the def2-TZVPD basis).

Geometry as XYZ:
```
71
Properties=species:S:1:pos:R:3:mulliken_charge:R:1
C -3.5439 1.5696 4.2397 -1.097
C -2.5873 0.3057 4.0694 -0.378
O -1.7311 0.5326 2.9354 -0.240
S -0.2177 1.1693 3.0300 1.155
C 0.5989 -0.3794 3.7056 -0.980
O 0.1502 1.5697 1.6878 -0.415
O -0.2708 2.1255 4.1113 -0.659
H -4.3311 1.7289 3.5027 0.202
H -2.9684 2.4914 4.1547 0.322
H -3.9550 1.6514 5.2458 0.386
H -2.1048 0.2881 5.0466 0.259
H -3.0791 -0.6551 3.9176 0.458
H 0.0869 -0.4597 4.6645 0.383
H 1.6671 -0.2205 3.8529 0.362
H 0.4873 -1.3154 3.1583 0.296
O -3.0319 1.4751 -0.7362 -0.573
C -4.2556 1.3251 -0.6526 0.729
O -4.8246 0.0989 -0.7419 -0.300
C -6.2371 0.1884 -0.6621 -0.315
C -6.4432 1.6235 -0.2259 -0.288
O -5.1665 2.1597 -0.2833 -0.334
H -6.7321 -0.1465 -1.5736 0.281
H -6.5439 -0.4328 0.1794 0.235
H -6.7060 1.6493 0.8316 0.291
H -7.1611 2.0388 -0.9331 0.265
O 3.0810 0.6260 -1.8678 -0.555
C 4.2252 0.8016 -2.3395 0.840
O 4.5686 0.6478 -3.5965 -0.311
C 5.7345 1.2567 -3.8501 -0.394
C 6.3622 1.0151 -2.5388 -0.467
O 5.3392 1.0740 -1.6358 -0.280
H 6.2992 0.7333 -4.6216 0.304
H 5.6696 2.3105 -4.1209 0.289
H 7.0223 1.8651 -2.3664 0.309
H 6.8935 0.0691 -2.4348 0.285
O 0.1662 4.1084 -6.4495 -0.599
C 0.5245 3.5909 -5.3442 0.648
O 0.0832 2.4017 -4.8584 -0.389
C 0.6420 2.1385 -3.5455 0.153
C 1.6880 3.2166 -3.3995 0.308
O 1.3118 4.1011 -4.4220 -0.359
H -0.1870 2.1065 -2.8385 0.086
H 1.0838 1.1457 -3.4604 0.024
H 2.6300 2.6795 -3.5107 -0.234
H 1.6981 3.7197 -2.4326 0.307
O -1.5175 -4.2232 -0.2194 -0.709
C -1.0947 -3.0671 -0.2947 0.665
O -1.6172 -2.1136 0.2807 -0.185
C -0.7853 -1.0821 0.3131 1.214
C -0.1013 -1.1393 -1.0187 0.208
O -0.0509 -2.5738 -1.0103 -0.377
H -1.3016 -0.1362 0.4770 0.077
H -0.0215 -1.1692 1.0859 -1.111
H 0.9223 -0.7767 -0.9243 0.056
H -0.6313 -0.7402 -1.8836 0.130
O 2.0420 -2.9598 2.2338 -0.596
C 2.9144 -2.2241 1.7222 0.688
O 3.3567 -1.0531 2.2874 -0.273
C 4.3395 -0.4695 1.4398 -0.232
C 4.6806 -1.5748 0.4561 0.024
O 3.5595 -2.4911 0.5523 -0.337
H 3.9060 0.4171 0.9772 0.222
H 5.1560 -0.2208 2.1177 0.316
H 5.6331 -2.0372 0.7147 0.306
H 4.7401 -1.2573 -0.5850 -0.048
O -4.7081 -5.1258 0.1973 -0.659
H -3.9670 -4.5228 0.2556 0.359
H -4.7397 -5.5509 1.0544 0.312
O -2.5180 -4.5283 2.5185 -0.668
H -2.3223 -4.2351 1.6286 0.311
H -1.8089 -5.1346 2.7328 0.298
```

Output
charge	0
lowest unoccupied orbital energy	-0.03	eV
electronic energy	-70966.950	eV
energy above the lowest of the compared OMol25 structures with the same formula, charge and spin	301.40	kJ/mol
E_HOMO	-0.3870	Eh
SMILES	CCOS(C)(=O)=O.O=C1OCCO1.O=C1OCCO1.O=C1OCCO1.O=C1OCCO1.O=C1OCCO1.O.O


[3]
Entry from OMol25: 3 unconnected molecules or ions with the total composition H6O3 in a non-equilibrium geometry (the ωB97M-V functional and the def2-TZVPD basis).

Geometry as XYZ:
```
9
Properties=species:S:1:pos:R:3:nbo_charge:R:1
O 1.1919 -1.3154 -0.2983 -0.920
H 1.6127 -1.4130 -0.9926 0.447
H 1.8409 -1.2402 0.4933 0.474
O -1.6206 -0.0132 0.8332 -0.925
H -1.3783 0.4607 1.6134 0.472
H -1.0460 -0.6735 0.6869 0.477
O -0.4326 1.5745 -1.0298 -0.951
H 0.5167 1.5543 -1.0188 0.453
H -0.6846 1.0657 -0.2875 0.474
```

Output
charge	0
lowest unoccupied orbital energy	0.43	eV
electronic energy	-6238.709	eV
energy above the lowest of the compared OMol25 structures with the same formula, charge and spin	149.01	kJ/mol
E_HOMO	-0.3942	Eh
SMILES	O.O.O